Record 1
{
  "formula": "C9H6F3NO2",
  "method": "ωB97M-V/def2-TZVPD",
  "species": ["F", "F", "F", "O", "O", "N", "C", "C", "C", "C", "C", "C", "C", "C", "C", "H", "H", "H", "H", "H", "H"],
  "positions_angstrom": [[2.9500, -0.8228, -2.2407], [1.1936, 0.1864, -3.0180], [2.6124, 1.2368, -1.8495], [-1.1257, -0.4506, -1.5733], [2.9078, -0.5686, 0.9157], [0.7279, -1.2632, 1.2350], [-1.4482, -0.3337, 0.7543], [1.9650, 0.0333, -1.9709], [-1.4143, 0.4128, -0.5442], [1.8008, -0.7224, 0.5147], [-0.4174, -1.1249, 0.5195], [-0.8200, 1.6280, -0.5624], [1.1883, -0.4077, -0.8225], [-2.3229, 0.0184, 1.9278], [-0.0744, -0.8542, -0.8508], [-0.7147, 2.2866, 0.1751], [-1.5868, 0.1381, 2.8489], [-2.8726, 1.1029, 1.8030], [-0.3077, 1.8797, -1.5990], [-3.0464, -0.8016, 2.0859], [0.8052, -1.5732, 2.2511]],
  "nbo_charge": [-0.311, -0.306, -0.334, -0.443, -0.550, -0.631, 0.054, 0.975, 0.247, 0.668, 0.073, -0.448, -0.310, -0.661, 0.381, 0.202, 0.227, 0.248, 0.227, 0.256, 0.434],
  "homo_lumo_gap_ev": 8.060,
  "de_lowest_kj_mol": 107.95,
  "lumo_energy_ev": -0.76,
  "multiplicity": 1
}

Record 2
{
  "formula": "C22H27AsMnN3O6S3",
  "method": "ωB97M-V/def2-TZVPD",
  "species": ["As", "Mn", "S", "S", "S", "O", "O", "O", "O", "O", "O", "N", "N", "N", "C", "C", "C", "C", "C", "C", "C", "C", "C", "C", "C", "C", "C", "C", "C", "C", "C", "C", "C", "C", "C", "C", "H", "H", "H", "H", "H", "H", "H", "H", "H", "H", "H", "H", "H", "H", "H", "H", "H", "H", "H", "H", "H", "H", "H", "H", "H", "H", "H"],
  "positions_angstrom": [[0.0876, 0.1128, 3.2715], [1.1876, -1.5207, -0.4286], [0.5275, 0.9198, -3.2742], [-2.1630, -0.3721, -3.6105], [1.0953, 2.1259, 0.0590], [2.3200, -1.9576, -4.5572], [-4.9320, -1.7349, -0.9742], [-0.8021, -2.2684, 0.1253], [2.5169, -0.7210, 1.1105], [4.2424, 0.6623, 1.5864], [1.3015, -2.1967, -2.5833], [3.1260, -0.7406, -1.4046], [-0.8568, -0.0437, -1.2562], [-2.0753, -0.5857, -0.8090], [3.2883, -0.8699, -2.6937], [-5.4627, -2.3686, 1.1499], [-0.8691, 0.1423, -2.5281], [3.9736, -0.0901, -0.6626], [-4.4757, -2.0968, 0.2692], [2.2233, -1.7538, -3.3349], [1.9350, 3.6954, 0.0356], [-5.2219, -2.6768, 2.4793], [5.2683, 0.5473, -2.6084], [-0.5662, 2.7489, -0.3295], [-3.9232, -2.6476, 2.9293], [5.0939, 0.5568, -1.2292], [0.1141, -0.7969, 4.9997], [-0.9987, -0.4519, -5.0331], [-3.1168, -2.0672, 0.7048], [-0.1989, 0.8321, -4.9633], [-1.9351, -1.6270, -0.0585], [-2.9001, -2.3075, 2.0639], [1.5028, 1.4529, 3.6825], [3.5700, -0.0626, 0.8224], [-1.4518, 1.2354, 3.6586], [4.3849, -0.2600, -3.3264], [-0.8471, 1.6760, -5.1278], [-6.0925, -2.8702, 3.0978], [6.0795, 1.0751, -3.1014], [-5.8968, -1.8813, -1.0047], [1.4217, 4.3874, 0.7016], [-6.4793, -2.3911, 0.7888], [-0.3558, -1.3489, -4.9695], [-3.6701, -2.8455, 3.9441], [-1.8827, -2.2531, 2.4351], [-0.6281, 3.0215, -1.3867], [1.0604, -1.3561, 5.0102], [5.7953, 1.0845, -0.5978], [2.4678, 0.9949, 3.4993], [1.9578, 4.1027, -0.9753], [4.5479, -0.4003, -4.3910], [-0.7315, -1.4815, 5.0776], [-0.7846, 3.6165, 0.3241], [-1.4326, 2.0899, 2.9837], [-2.3507, 0.6521, 3.4340], [-1.6247, -0.5103, -5.9452], [1.3925, 1.6759, 4.7495], [-1.2409, 1.9118, -0.1384], [0.0503, -0.0805, 5.8113], [1.3633, 2.3473, 3.0660], [-1.5109, 1.5836, 4.6971], [2.9550, 3.5262, 0.3909], [0.6272, 0.8595, -5.6561]],
  "nbo_charge": [0.923, 1.688, 0.276, 0.274, 0.212, -0.705, -0.655, -0.880, -0.847, -0.690, -0.830, -0.523, -0.418, -0.439, 0.113, -0.305, -0.061, 0.101, 0.337, 0.744, -0.757, -0.184, -0.185, -0.746, -0.282, -0.214, -0.967, -0.538, -0.148, -0.520, 0.554, -0.101, -0.943, 0.758, -0.980, -0.213, 0.207, 0.202, 0.213, 0.468, 0.202, 0.184, 0.260, 0.205, 0.225, 0.212, 0.225, 0.233, 0.255, 0.205, 0.232, 0.216, 0.200, 0.223, 0.226, 0.218, 0.189, 0.254, 0.201, 0.225, 0.200, 0.238, 0.230],
  "homo_lumo_gap_ev": [7.598, 7.631],
  "de_lowest_kj_mol": 164.57,
  "s2": 8.7532,
  "charge": -1,
  "lumo_energy_ev": [2.44, 2.44],
  "multiplicity": 6
}

Record 3
{
  "formula": "C2N2OS2",
  "method": "ωB97M-V/def2-TZVPD",
  "species": ["S", "S", "O", "N", "N", "C", "C"],
  "positions_angstrom": [[-1.3569, 0.1836, 1.9503], [2.7012, -1.3668, -0.2172], [1.0169, 0.6450, 0.3438], [-1.0656, 0.3922, 0.4111], [-1.7184, 0.0859, -1.8737], [1.8993, -0.0972, 0.1376], [-1.4767, 0.1574, -0.7518]],
  "nbo_charge": [0.472, 0.061, -0.478, -0.544, -0.290, 0.424, 0.355],
  "homo_lumo_gap_ev": [9.676, 8.224],
  "s2": 2.0248,
  "lumo_energy_ev": [0.27, -2.36],
  "multiplicity": 3
}

Record 4
{
  "formula": "C50H56FGaN9O2",
  "method": "ωB97M-V/def2-TZVPD",
  "species": ["Ga", "F", "O", "O", "N", "N", "N", "N", "N", "N", "N", "N", "N", "C", "C", "C", "C", "C", "C", "C", "C", "C", "C", "C", "C", "C", "C", "C", "C", "C", "C", "C", "C", "C", "C", "C", "C", "C", "C", "C", "C", "C", "C", "C", "C", "C", "C", "C", "C", "C", "C", "C", "C", "C", "C", "C", "C", "C", "C", "C", "C", "C", "C", "H", "H", "H", "H", "H", "H", "H", "H", "H", "H", "H", "H", "H", "H", "H", "H", "H", "H", "H", "H", "H", "H", "H", "H", "H", "H", "H", "H", "H", "H", "H", "H", "H", "H", "H", "H", "H", "H", "H", "H", "H", "H", "H", "H", "H", "H", "H", "H", "H", "H", "H", "H", "H", "H", "H", "H"],
  "positions_angstrom": [[0.3993, 4.3398, 3.9486], [3.0943, 3.3138, 3.7379], [-2.4596, 2.7373, 3.4734], [-1.9450, 0.8756, 2.2954], [4.5333, -0.4669, 5.6879], [-6.0505, -4.9825, -4.9162], [0.0763, 3.5460, -0.1708], [-1.1010, 7.9314, 6.0043], [2.8863, -2.8392, -4.9931], [5.0562, 5.5284, -1.1086], [-0.8000, -3.2887, -2.6045], [1.5486, -1.2790, 2.4907], [-2.0492, -8.3356, -7.5781], [1.7447, 2.8250, 3.5913], [4.7217, 4.2998, -0.7194], [-6.3494, -5.4191, -3.6968], [5.7027, -0.9404, 5.2748], [1.6086, 1.6037, 4.4423], [4.3908, 3.9682, 0.5861], [0.9005, -2.7373, 0.2053], [-1.0374, -2.0096, -2.8848], [-2.9798, -7.4441, -7.2502], [4.0766, -3.1947, -5.4638], [-0.9553, 5.1196, -1.6417], [4.9418, -3.1972, 5.3399], [-0.4128, -6.9001, -6.5799], [2.1519, -3.7801, -4.4060], [-1.6923, -4.1845, -3.0144], [5.9594, -2.2912, 5.0835], [-8.6910, -5.1977, -4.0600], [4.4065, 4.9627, 1.5514], [-7.0629, -4.6505, -5.7118], [-1.0587, 3.7102, 5.2648], [-0.9997, 4.0478, -0.7608], [1.4007, 5.1934, -1.2862], [-3.0740, -2.5224, -4.0129], [-1.3932, -5.9788, -6.2487], [3.8100, -5.4580, -4.7704], [-1.8880, 2.0725, 2.4704], [-2.8338, -3.8574, -3.7278], [-2.1595, -1.5768, -3.5770], [-2.7080, -6.2541, -6.5901], [-7.6454, -5.5468, -3.2213], [-1.9045, 2.5584, 4.8256], [0.2734, 5.7029, -1.9095], [5.0653, 6.4750, -0.1733], [4.7501, 6.2470, 1.1582], [-3.0384, 8.1646, 7.3869], [-3.7478, 8.7190, 6.3333], [0.2889, -1.3626, 2.0651], [2.2150, -2.6490, 0.6410], [3.5630, -1.3411, 5.9258], [-1.7899, 8.4540, 4.9989], [-3.1124, 8.8643, 5.1110], [-0.7931, -8.0573, -7.2442], [4.5836, -4.4837, -5.3802], [-1.7206, 7.7856, 7.1681], [2.4823, -1.9093, 1.7834], [-8.3942, -4.7387, -5.3334], [1.2473, 4.1142, -0.4274], [-0.0766, -2.0825, 0.9345], [3.7175, -2.7125, 5.7703], [2.5685, -5.0985, -4.2726], [-0.5673, 3.4207, 6.1896], [1.1335, 5.6239, 4.5832], [-0.2745, 4.7993, 2.5519], [3.0194, -3.1310, 0.1001], [0.6866, 1.0811, 4.2116], [1.6353, 1.8464, 5.5026], [2.1029, 3.6993, 0.0943], [4.6569, -2.4065, -5.9319], [1.1858, -3.4797, -4.0182], [4.7156, 3.5421, -1.4970], [-1.2614, 8.5317, 4.0548], [1.6744, 2.5146, 2.5462], [0.6358, -3.2932, -0.6855], [-2.3024, -0.5228, -3.7703], [-0.4594, -0.8250, 2.6330], [2.8894, -3.3777, 5.9750], [2.6138, -0.9235, 6.2423], [0.3492, 6.5476, -2.5829], [-1.1367, 7.3322, 7.9625], [-0.2939, -1.3005, -2.5358], [-1.8653, 5.4930, -2.0926], [-5.5057, -5.6799, -3.0664], [-3.4955, 8.0174, 8.3564], [4.7627, 7.0608, 1.8704], [2.4252, 0.9075, 4.2573], [5.3336, 7.4713, -0.5115], [4.1322, 4.7330, 2.5723], [-3.6287, 9.2782, 4.2553], [6.4722, -0.2002, 5.0805], [5.0984, -4.2596, 5.2011], [-4.7797, 9.0218, 6.4600], [2.3804, 5.6240, -1.4478], [-3.9978, -7.6959, -7.5285], [3.5006, -1.8071, 2.1468], [-3.5102, -5.5700, -6.3436], [-2.7829, 2.3864, 5.4430], [5.5614, -4.7124, -5.7819], [-9.7172, -5.2789, -3.7268], [-1.9462, 3.5811, -0.5054], [-1.4757, -5.2201, -2.7694], [-0.0523, -8.7999, -7.5221], [-1.3306, 1.6368, 4.8336], [-9.1758, -4.4517, -6.0230], [-6.7951, -4.2959, -6.7014], [-7.8242, -5.9069, -2.2179], [-1.3754, 2.7446, 1.7704], [1.9306, -5.8192, -3.7777], [-3.9578, -2.2305, -4.5655], [4.1177, 2.9542, 0.8477], [-1.1145, -2.1075, 0.6282], [-1.6977, 4.5661, 5.4726], [4.1706, -6.4748, -4.6804], [-1.1391, -5.0639, -5.7280], [6.9312, -2.6189, 4.7392], [-3.5195, -4.6285, -4.0546], [0.6255, -6.7257, -6.3306]],
  "mulliken_charge": [0.075, -0.394, -0.340, -0.569, -0.462, -0.157, -0.180, -0.401, -0.490, -0.638, -0.030, -0.113, -0.586, 0.531, -0.274, -0.002, -0.228, -0.973, -0.390, -0.014, -0.292, -0.298, -0.278, -0.433, -0.259, -0.369, -0.316, -0.851, -0.345, -0.175, -0.008, -0.229, -0.825, -0.364, 0.023, -0.158, -0.163, -0.474, 0.201, -0.244, -0.918, -0.449, -0.712, -0.462, -0.598, -0.255, -0.556, -0.330, -0.214, -0.340, -0.799, -0.088, -0.190, -0.376, -0.292, -0.295, -0.230, -0.217, -0.550, 0.064, -0.594, -0.398, -0.575, 0.326, -0.370, -0.282, 0.393, -0.055, 0.456, 0.048, 0.377, 0.765, 0.343, 0.355, -0.014, 0.505, 0.428, 0.381, 0.369, 0.339, 0.378, 0.339, 0.551, 0.371, 0.358, 0.359, 0.398, 0.226, 0.345, 0.539, 0.350, 0.366, 0.365, 0.350, 0.291, 0.360, 0.400, 0.407, 0.388, 0.360, 0.367, 0.347, 0.386, 0.348, 0.230, 0.364, 0.386, 0.367, 0.350, 0.515, 0.455, 0.566, 0.445, 0.418, 0.390, 0.635, 0.361, 0.666, 0.404],
  "homo_lumo_gap_ev": 6.364,
  "charge": -1,
  "lumo_energy_ev": 1.71,
  "multiplicity": 1
}

Calculated values (Eh/bohr) of max |F| for the records, taken in order: 0.12848, 0.04664, 0.08892, 0.01397.